# 1
Formula: C33H54EuN9O3P2
Source: the OMol25 dataset
Level of theory: the ωB97M-V functional and the def2-TZVPD basis

Geometry (Å):
Eu -0.08562 -0.35256 0.09074
C -0.26316 -3.36189 -3.42975
C 0.06221 -2.50906 -2.24586
N -0.79526 -1.99448 -1.45286
C -2.25603 -2.05267 -1.56366
C -2.94007 -1.95402 -0.16886
N -2.28680 -1.02511 0.78376
C -3.04874 0.07826 1.41852
C -2.19983 1.36264 1.64267
N -0.79063 1.04644 1.98258
C 0.20759 2.13476 1.82147
C 1.65538 1.59716 1.94036
N 1.89480 0.58511 0.90888
C 2.98836 -0.01331 0.64651
C 4.28795 0.19891 1.35075
C 2.93315 -1.05186 -0.46572
C 4.05708 -1.62015 -1.04986
C 3.87595 -2.51739 -2.09496
C 2.59863 -2.82654 -2.54652
C 1.51881 -2.24345 -1.90178
N 1.72093 -1.40429 -0.88932
H -1.26192 -3.15669 -3.80638
H -0.21743 -4.41582 -3.14082
H 0.45085 -3.21186 -4.23741
H -2.61116 -2.96897 -2.03928
H -2.55889 -1.20510 -2.18063
H -2.94894 -2.95306 0.26881
H -3.98098 -1.66839 -0.32802
H -1.85639 -1.58178 1.52671
H -3.45720 -0.25532 2.37484
H -3.89350 0.34489 0.78273
H -2.67785 1.96144 2.42346
H -2.18931 1.95695 0.73250
H -0.74245 0.71011 2.93545
H 0.07423 2.92872 2.56198
H 0.06709 2.57794 0.82831
H 1.80704 1.15167 2.92650
H 2.34380 2.43988 1.84049
H 4.59427 -0.73957 1.81859
H 4.20432 0.95795 2.12352
H 5.07328 0.49441 0.65228
H 5.05210 -1.38178 -0.70251
H 4.73612 -2.97976 -2.55987
H 2.46324 -3.52417 -3.36042
C -3.90906 1.32285 -3.25637
N -2.77600 2.24255 -3.31799
C -2.95660 3.35731 -4.24746
P -1.71964 2.39364 -2.08755
O -1.61157 1.11780 -1.32318
O -0.33586 2.82606 -2.77861
P 1.08581 2.03345 -2.74497
O 1.03628 0.96293 -1.72256
N 2.13627 3.23349 -2.41990
C 3.50687 2.84283 -2.08311
C 2.01267 4.59931 -2.93130
N 1.32974 1.42194 -4.23310
C 1.86338 2.22078 -5.33347
C 0.47704 0.31392 -4.66018
N -2.05204 3.70430 -1.15821
C -1.11702 4.80333 -0.93105
C -3.45667 4.07485 -0.98279
H -4.02052 0.80934 -4.21260
H -4.83801 1.86117 -3.04832
H -3.74768 0.58556 -2.47629
H -3.04502 2.97278 -5.26368
H -2.09984 4.02907 -4.21195
H -3.86102 3.92393 -4.01333
H 3.51377 1.83593 -1.66690
H 3.90146 3.53313 -1.33680
H 4.15851 2.87080 -2.96044
H 0.99099 4.80473 -3.23537
H 2.67576 4.76816 -3.78303
H 2.28881 5.30207 -2.14368
H 2.53762 2.98645 -4.95921
H 1.06582 2.69859 -5.90974
H 2.43032 1.57164 -6.00030
H 0.07893 -0.20489 -3.78884
H 1.06094 -0.38946 -5.25558
H -0.35933 0.67429 -5.26717
H -0.09016 4.44658 -0.92558
H -1.32723 5.24596 0.04336
H -1.21862 5.58479 -1.68990
H -3.74307 4.88705 -1.65542
H -3.62225 4.40245 0.04412
H -4.10745 3.22046 -1.16709
C 3.16044 -5.14099 1.13827
C 1.98660 -4.90298 0.38954
C 1.16302 -3.86415 0.72047
C 1.42663 -2.99691 1.81487
C 0.55008 -1.88117 2.10740
C 0.77687 -1.33163 3.35567
C 1.84753 -1.68128 4.21918
C 2.76395 -2.60669 3.82526
C 2.55814 -3.31259 2.61232
C 3.42923 -4.36630 2.22932
H 3.81637 -5.95912 0.87194
H 1.73138 -5.56664 -0.42819
H 0.24210 -3.70597 0.16814
H 0.12133 -0.56363 3.75662
H 1.94323 -1.19497 5.18309
H 3.61255 -2.85813 4.45055
H 4.29473 -4.57414 2.84774

Highest occupied orbital energy (spin up / spin down): -11.721 / -11.734 eV
Multiplicity: 7
Charge: +2
Lowest unoccupied orbital energy (spin up / spin down): -5.5 / -5.5 eV
Kohn-Sham gap (spin up / spin down): 6.2239 / 6.2501 eV
⟨S²⟩: 12.01

***

# 2
Formula: C33H54NO7
Source: the OMol25 dataset
Level of theory: the ωB97M-V functional and the def2-TZVPD basis

Geometry (Å):
C -3.41421 -2.58125 -2.85721
C -2.77892 -1.64399 -3.86688
C -1.27488 -1.84505 -4.49987
C -0.58096 -0.69010 -5.19756
C -1.25448 0.81277 -5.31803
C -0.50861 1.79259 -4.23455
C -0.11901 1.08426 -2.80847
C 0.53333 2.17085 -1.71748
C 1.51300 1.36134 -0.68152
C 0.99507 1.36206 0.88868
C 1.36317 -0.05681 1.65779
C 1.34729 0.06455 3.30755
O 2.64732 0.46579 3.87018
C 2.85217 -0.05835 5.23000
C 0.94685 -0.83809 -5.86179
O 1.49083 0.25322 -6.46899
C 1.82522 -2.24926 -5.80674
C 3.33531 -2.38956 -6.49049
C 4.35612 -1.16757 -6.09791
O 4.44451 -0.19530 -7.23783
C 1.13798 -3.39829 -5.09116
C 1.87930 -4.88478 -4.89763
C 2.46911 -5.02539 -3.37393
C 3.23425 -3.68991 -2.80108
O 4.54501 -3.41891 -3.47558
C 5.26520 -2.34105 -2.72880
C 6.88908 -2.38996 -2.38631
O 4.62612 -1.21902 -2.30550
C -0.39911 -3.25405 -4.44770
O -0.90384 -4.35397 -3.82513
H -3.83139 -3.62496 -3.24169
H -3.53666 -2.33411 -1.71812
H -3.48991 -0.74990 -4.21250
H -0.95934 1.22940 -6.39661
H -2.42390 0.82426 -5.27904
H 0.45430 2.23309 -4.76657
H -1.24278 2.69230 -3.97328
H -1.13009 0.66364 -2.33419
H 0.71052 0.23166 -2.90261
H -0.29896 2.80175 -1.16546
H 1.24742 2.85886 -2.38117
H 1.70307 0.23291 -0.96084
H 2.58270 1.88656 -0.70064
H -0.15764 1.60351 0.90157
H 1.59399 2.23728 1.42551
H 0.52478 -0.83797 1.37832
H 2.41728 -0.46120 1.34622
H 0.51260 0.78053 3.71809
H 1.09612 -1.01760 3.70824
H 1.91892 -0.60821 5.69007
H 3.78306 -0.80055 5.29800
H 3.11875 0.82202 5.98997
H 3.19527 -2.43393 -7.67411
H 3.88166 -3.39491 -6.19990
H 4.11490 -0.63908 -5.07239
H 5.44077 -1.64574 -5.99457
H 4.96123 0.58130 -6.85740
H 2.64112 -5.13067 -5.75147
H 1.00663 -5.69327 -4.99875
H 1.55154 -5.23704 -2.66011
H 3.21720 -5.93923 -3.30508
H 2.54546 -2.73589 -2.74360
H 3.52619 -3.93649 -1.67054
H 7.51641 -2.14843 -3.36847
H 7.22459 -3.40979 -1.88371
H 7.19328 -1.53212 -1.61396
C -3.32374 4.54864 5.54862
C -3.19172 3.28101 4.66146
C -4.55129 2.99288 3.97494
C -5.60446 2.46859 4.94611
C -5.09509 1.24991 5.70516
C -3.70495 1.44712 6.37171
N -2.70333 2.11573 5.47502
O -2.22613 1.14366 4.57659
C -3.84773 2.27039 7.67882
C -3.22808 0.04526 6.88523
C -2.16271 3.72029 3.56861
H -3.36759 5.45982 4.93877
H -4.23321 4.57163 6.14991
H -2.46350 4.65600 6.21979
H -4.41935 2.25743 3.17053
H -4.93264 3.90186 3.49241
H -5.90790 3.25120 5.64831
H -6.50761 2.19517 4.38829
H -5.83697 0.96824 6.46330
H -5.04792 0.40811 5.00054
H -2.86673 2.52182 8.09531
H -4.38679 1.70256 8.44755
H -4.41455 3.19299 7.55684
H -3.20935 -0.70960 6.09030
H -3.90577 -0.34451 7.65540
H -2.22691 0.10243 7.32892
H -1.19418 3.97091 4.02000
H -2.51515 4.61062 3.03320
H -1.99595 2.95512 2.80310

Highest occupied orbital energy: -9.196 eV
Charge: +1
Lowest unoccupied orbital energy: -7.7 eV
Kohn-Sham gap: 1.4967 eV

***

# 3
Formula: C33H55Br5Cl4CsF2KN4O10
Source: the OMol25 dataset
Level of theory: the ωB97M-V functional and the def2-TZVPD basis

Geometry (Å):
C 3.20501 -3.90459 -0.48661
C 2.14492 -4.01502 0.66552
C 1.73438 -2.65052 1.24676
C 0.47529 -2.07487 0.55839
C 0.58258 -1.97026 -0.95976
N 1.24494 -0.76893 -1.52868
C 2.17025 -1.04679 -2.64197
C 3.64449 -0.77914 -2.36667
F 4.17592 -0.38177 -3.57456
C 3.94070 0.36066 -1.37808
Cl 3.73415 1.89372 -2.32331
C 5.32547 0.28630 -0.73714
C 6.48012 0.35834 -1.73860
C 6.93059 1.79900 -2.05629
N 2.98035 0.44594 -0.28258
C 1.65778 0.20380 -0.65290
N 0.76987 1.01114 -0.15136
C -0.65912 0.94956 -0.45158
C -1.49471 1.27525 0.79260
C -3.01206 1.38579 0.49255
C -3.38122 1.28681 -0.98979
N -3.37722 -0.08491 -1.49066
C -3.78530 -1.19160 -0.81266
C -3.64443 -2.26596 -1.62175
C -3.09322 -1.80505 -2.85116
C -2.95177 -0.46736 -2.72055
H 2.72336 -4.22291 -1.41092
H 3.40921 -2.84435 -0.61439
H 4.10394 -4.47802 -0.29005
H 1.27397 -4.63615 0.37898
H 2.67808 -4.54849 1.48041
H 2.57681 -1.96039 1.29706
H 1.43025 -2.82105 2.29333
H 0.11123 -1.17465 1.05040
H -0.30701 -2.81551 0.75303
H 1.04772 -2.87422 -1.34660
H -0.43981 -2.00056 -1.36065
H 2.09126 -2.07254 -3.01363
H 1.89192 -0.41977 -3.49124
H 4.21605 -1.67030 -2.09299
H 5.43818 -0.62126 -0.13146
H 5.36648 1.16682 -0.08766
H 6.30542 -0.23156 -2.63500
H 7.34068 -0.10683 -1.25121
H 7.99587 1.88989 -1.83536
H 6.84748 2.04135 -3.11495
H 6.42437 2.52114 -1.41863
H 3.26635 -0.08416 0.53174
H 1.08350 1.73445 0.48877
H -0.83632 1.65643 -1.26250
H -0.97350 -0.02242 -0.81925
H -1.08600 2.18064 1.25048
H -1.35349 0.45735 1.50499
H -3.56486 0.65232 1.07403
H -3.33726 2.36802 0.84736
H -2.80389 1.93735 -1.65073
H -4.41220 1.64598 -1.08177
H -4.15110 -1.19162 0.19798
H -3.89055 -3.28588 -1.37748
H -2.84753 -2.41097 -3.70632
H -2.54572 0.19719 -3.46765
Br -3.83964 5.25349 0.28492
C -5.24178 5.15359 1.62013
C -4.67089 5.19715 3.00857
Br -3.87062 3.48546 3.48059
H -5.80647 4.24828 1.42022
H -5.87594 6.01897 1.43803
H -5.45694 5.36248 3.74262
H -3.90032 5.95087 3.13284
C 6.77272 5.14823 0.98295
Cl 5.24303 5.12439 0.07192
Cl 7.32612 3.46799 1.30340
H 7.52452 5.64958 0.38751
H 6.61730 5.70597 1.95922
Cl 6.59205 7.50669 2.60816
C -5.28346 6.52755 -3.56648
O -4.92544 7.71315 -3.54405
O -4.68952 5.77757 -2.55023
O -6.05287 5.91565 -4.34409
H -4.21505 6.55174 -2.19867
C -5.14671 -4.62586 2.41027
C -3.65716 -4.90198 2.58901
C -3.03265 -3.71395 1.86872
O -3.93940 -2.62627 2.01097
C -5.19477 -3.10915 2.51860
H -5.77788 -5.12237 3.14444
H -5.46700 -4.94288 1.41496
H -3.40089 -4.87405 3.65148
H -3.33397 -5.86181 2.18562
H -2.90778 -3.91568 0.79741
H -2.06150 -3.43121 2.28347
H -5.28617 -2.78475 3.55625
H -6.01245 -2.67075 1.94668
Cs -4.50489 4.75371 -5.73776
C 10.12830 -0.45006 -4.47648
Br 10.71945 -0.01907 -2.68972
Br 8.30811 -1.06329 -4.49503
Br 10.39942 1.02590 -5.68599
H 10.74548 -1.26497 -4.82647
K 2.31364 -5.62474 2.88710
C -6.54303 1.06298 6.33673
C -5.22138 0.55408 5.81814
O -5.50897 -0.80421 5.52896
C -6.83928 -0.86741 5.21855
O -7.35692 -1.78511 4.67669
O -7.47785 0.26367 5.60376
F -4.25442 0.60863 6.76556
H -6.66338 0.87687 7.40481
H -6.69526 2.12132 6.14100
H -4.86844 1.05300 4.91336
C 4.29954 -3.51403 -4.12787
O 3.21165 -3.34819 -3.47212
O 4.85731 -2.27222 -4.50011
O 4.90346 -4.53158 -4.42616
H 4.14836 -1.75829 -4.09968

Highest occupied orbital energy: -5.612 eV
Charge: 0
Lowest unoccupied orbital energy: -3.0 eV
Kohn-Sham gap: 2.5882 eV

***

# 4
Formula: C33H55F5N3O5S2
Source: the OMol25 dataset
Level of theory: the ωB97M-V functional and the def2-TZVPD basis

Geometry (Å):
C 8.41892 2.66037 -1.24566
C 7.56173 1.42849 -1.46311
O 6.99685 1.50499 -2.75282
C 6.20336 0.38136 -3.08182
C 4.76148 0.78700 -3.38798
O 3.88410 0.43782 -2.30192
C 3.28789 -0.82914 -2.49245
C 2.49175 -1.02668 -1.25662
N 1.22034 -1.05723 -1.18207
C 0.72602 -1.19761 0.22788
C 0.56959 0.28709 0.64042
C -0.32605 1.06237 -0.34922
C 0.49620 1.87783 -1.38587
S 0.01646 1.42775 -3.11509
C -0.62562 -1.96985 0.25910
F -1.14910 -1.96997 -1.00192
F -0.40387 -3.27099 0.58676
C -1.66502 -1.43339 1.21637
C -1.56844 -1.64896 2.55755
C -2.48132 -1.13633 3.41085
C -3.53298 -0.38358 2.97382
C -3.64788 -0.20298 1.62873
C -4.80173 0.60983 1.07756
F -4.28918 1.65077 0.37039
F -5.55777 -0.09607 0.21880
F -5.58384 1.08709 2.04001
C -2.73020 -0.72385 0.77588
C 1.95093 -1.94396 0.78991
C 1.99529 -2.28426 2.29031
C 1.92776 -3.77660 2.61618
C 3.22770 -4.53796 2.26940
S 3.14294 -5.44459 0.67547
C 3.12231 -1.20372 0.12205
C 4.50121 -1.85473 0.15463
C 5.44988 -1.23473 1.20861
O 4.77660 -0.53672 2.23096
C 4.91328 0.87705 2.21168
C 5.32612 1.35550 3.60395
H 9.15280 2.50997 -0.45722
H 8.95186 2.90321 -2.16277
H 7.80455 3.52424 -1.00066
H 6.79348 1.39136 -0.67927
H 8.19242 0.54149 -1.31948
H 6.63986 -0.05822 -3.98435
H 6.22377 -0.37280 -2.29159
H 4.74574 1.87387 -3.43738
H 4.39497 0.41258 -4.34487
H 4.01416 -1.62958 -2.64637
H 2.61423 -0.74741 -3.35494
H 0.66459 -0.96130 -2.03717
H 1.53975 0.77294 0.58353
H 0.24712 0.39509 1.67294
H -0.97094 1.76152 0.17679
H -0.99102 0.40390 -0.89309
H 0.28852 2.93738 -1.30846
H 1.56055 1.66411 -1.35687
H -1.19760 0.86698 -2.97319
H -0.77082 -2.23705 2.98950
H -2.38608 -1.29566 4.47531
H -4.23006 0.03946 3.67493
H -2.84967 -0.56503 -0.28711
H 1.90064 -2.89164 0.24554
H 1.25064 -1.70018 2.82724
H 2.96236 -1.93894 2.65808
H 1.73823 -3.88753 3.68267
H 1.11332 -4.28855 2.10725
H 4.08039 -3.86548 2.26242
H 3.34881 -5.31940 3.01022
H 1.94260 -5.09387 0.18231
H 3.28372 -0.15660 0.40601
H 5.01145 -1.81457 -0.80544
H 4.35571 -2.91847 0.33669
H 6.21394 -0.65047 0.69340
H 5.97844 -2.06291 1.68458
H 5.64027 1.23353 1.48098
H 3.96082 1.37154 1.98652
H 4.92158 2.34135 3.82548
H 6.40420 1.36358 3.74116
H 4.87756 0.67782 4.32837
C -7.28055 -1.25878 -2.03852
C -7.96006 -2.32409 -2.86696
O -7.65513 -2.52758 -4.02957
N -8.93461 -3.05918 -2.26762
C -9.42810 -2.96089 -0.90630
H -6.53320 -0.76197 -2.65006
H -8.00705 -0.51698 -1.70397
H -6.78618 -1.70577 -1.17673
H -9.34538 -3.75047 -2.87516
H -9.28358 -3.91529 -0.39701
H -10.49550 -2.73499 -0.92157
H -8.91056 -2.18380 -0.35426
C -6.77074 6.94502 -0.55039
C -5.58168 6.04804 -0.30552
O -4.43526 6.46383 -0.33932
N -5.82552 4.73532 -0.04056
C -7.10315 4.05259 0.04288
H -6.41330 7.95113 -0.74554
H -7.33733 6.60151 -1.41669
H -7.41932 6.96869 0.32612
H -4.98734 4.19762 0.11155
H -7.21679 3.61296 1.03584
H -7.13501 3.24898 -0.69591
H -7.92747 4.73306 -0.13898

Highest occupied orbital energy: -10.871 eV
Charge: +1
Lowest unoccupied orbital energy: -3.4 eV
Kohn-Sham gap: 7.5008 eV

***

no.,E (eV)
1,-92551.6503
2,-50888.9629
3,-484153.6955
4,-85072.3979